ORCA calculation (ωB97M-V/def2-TZVPD) on a single C4H5NO2 molecule.

Geometry as XYZ:
```
12
Properties=species:S:1:pos:R:3:forces:R:3
H -2.561795 0.816445 -0.424026 0.04 -0.06 -0.04
C -0.080326 -0.212358 1.359736 0.25 -0.03 0.41
H 0.328965 -1.323104 -1.129769 0.07 0.05 -0.02
C 1.005589 0.095000 0.349713 -0.01 -0.01 0.03
O 0.070937 -0.437897 2.524122 -0.03 0.02 -0.60
O -1.361763 -0.232625 0.840766 0.02 0.16 0.19
C -1.569593 0.380030 -0.374805 0.25 0.18 -0.48
H 1.242437 0.017025 -1.821675 -0.07 0.03 0.16
N -0.743425 0.444430 -1.323109 -0.41 -0.13 0.35
H 1.895972 -0.464433 0.645826 -0.11 0.04 -0.06
C 0.512271 -0.243778 -1.053198 0.14 -0.11 -0.02
H 1.260730 1.161266 0.406419 -0.14 -0.14 0.09
```
Forces are in eV/Å.

Summary:
structure (SMILES)	O=C1CCN=CO1
LUMO level	0.81	eV
total energy	-9813.8654	eV
ΔE to the lowest compared entry with this formula, charge and spin	10.4	kcal per mole
strongest force on any atom	0.603	eV/A
gap between HOMO and LUMO	11.488	eV


ORCA calculation (ωB97M-V/def2-TZVPD) on 2 unconnected molecules or ions with the total composition C4H5NO2.

Geometry as XYZ:
```
12
Properties=species:S:1:pos:R:3:forces:R:3
N 1.665373 0.320521 -0.104655 -0.14 0.02 -0.82
H 0.396157 1.948648 0.157631 -0.22 -0.04 0.21
O 0.127895 -1.230191 -0.372734 0.21 -0.09 0.30
H 0.897825 0.572862 -1.236063 0.15 -0.35 0.71
H -2.302672 -1.187273 -0.100796 0.02 0.21 -0.17
O -2.539891 0.665315 0.675832 0.22 -0.17 -0.39
H 2.088087 -1.761088 -0.512547 0.02 0.10 0.24
H 0.275092 0.862140 1.562573 0.35 -0.36 -0.21
C 0.401951 0.907227 0.466537 -0.17 0.17 -0.07
C -1.898750 -0.166538 0.069687 -0.12 0.26 0.09
C 1.391005 -0.977384 -0.240599 0.01 0.21 -0.28
C -0.502070 0.045762 -0.364864 -0.33 0.06 0.37
```
Forces are in eV/Å.

Summary:
LUMO level	-0.09	eV
total energy	-9809.4717	eV
ΔE to the lowest compared entry with this formula, charge and spin	111.7	kcal per mole
strongest force on any atom	0.829	eV/A
gap between HOMO and LUMO	8.997	eV


ORCA calculation (ωB97M-V/def2-TZVPD) on a molecular structure, C4H5NO2.

Geometry as XYZ:
```
12
Properties=species:S:1:pos:R:3:forces:R:3
C -0.134983 -0.334278 -0.680735 -1.32 3.79 3.21
C -0.372306 0.873248 0.950572 -0.16 -1.20 -3.58
C -0.138692 1.244545 -0.469736 -0.62 0.01 -0.86
O 1.017485 -2.156102 -0.177581 -0.59 -1.12 0.58
H 0.663807 1.911387 -0.704207 0.66 0.05 -0.28
H -1.038396 1.549019 -0.942138 -0.74 0.68 -0.54
O 2.063495 -0.684612 -1.269470 -0.20 1.24 -0.60
H -2.017889 -0.658414 0.470535 0.08 0.78 0.33
H 0.418620 0.973966 1.599007 1.62 0.11 1.75
N 1.049623 -1.061025 -0.705754 2.19 -1.17 0.39
C -0.969629 -0.425207 0.687139 -0.74 -2.61 -1.26
H -0.541134 -1.232528 1.242368 -0.17 -0.55 0.85
```
Forces are in eV/Å.

Summary:
LUMO level (spin up / spin down)	-1.16 / -1.74	eV
total energy	-9806.7914	eV
ΔE to the lowest compared entry with this formula, charge and spin	173.5	kcal per mole
strongest force on any atom	5.139	eV/A
gap between HOMO and LUMO (spin up / spin down)	8.399 / 7.524	eV


ORCA calculation (ωB97M-V/def2-TZVPD) on a single C4H5NO2 molecule.

Geometry as XYZ:
```
12
Properties=species:S:1:pos:R:3:forces:R:3
O -1.476185 -2.165790 -0.457534 0.06 0.55 -0.20
H -2.308433 -0.971411 -1.886412 0.08 -0.09 0.13
C -0.878773 0.177770 -0.713233 0.07 0.38 -0.03
C 1.068494 1.129247 0.547871 0.10 0.29 0.08
H 0.869396 1.945114 1.236744 0.14 -0.14 0.05
O -1.176115 1.167692 -1.359127 0.10 -0.33 -0.03
C -1.613698 -1.119183 -1.035456 0.00 -0.52 0.21
H 0.946414 -0.502289 2.085496 -0.02 0.04 -0.17
C 1.115630 -0.294177 1.031446 -0.01 -0.32 0.02
H 1.782267 -0.998274 0.537760 -0.16 0.15 -0.09
N -0.012203 0.233552 0.323237 -0.19 0.10 -0.06
H 1.683206 1.397749 -0.310791 -0.16 -0.10 0.09
```
Forces are in eV/Å.

Summary:
structure (SMILES)	O=CC(=O)N1CC1
LUMO level	-0.07	eV
total energy	-9812.1907	eV
ΔE to the lowest compared entry with this formula, charge and spin	49.0	kcal per mole
strongest force on any atom	0.587	eV/A
gap between HOMO and LUMO	9.844	eV